Record 1
{"formula": "C3H3NO2", "method": "the ωB97M-V functional and the def2-TZVPD basis", "species": ["O", "O", "N", "C", "C", "C", "H", "H", "H"], "xyz": [[-1.250, -1.316, -0.146], [2.969, 0.665, -0.167], [1.254, -0.899, 0.255], [-0.619, 0.943, 0.095], [2.103, -0.093, 0.032], [-1.455, -0.032, -0.096], [-0.245, -1.445, 0.016], [-0.248, 1.921, 0.248], [-2.509, 0.256, -0.237]], "atomic_forces_ev_per_a": [[-0.530, 1.311, 0.127], [1.266, 1.292, -0.307], [-1.295, -0.423, -0.001], [3.796, 1.472, 0.700], [-0.735, -0.970, 0.201], [-3.838, -2.956, -0.770], [1.430, 0.319, 0.119], [-0.101, 0.516, 0.023], [0.007, -0.561, -0.093]], "spin_multiplicity": 3, "homo_ev": [-8.86, -9.05], "de_lowest_kcal_mol": 17.4, "charge": 0, "s_squared": 2.02, "orbital_gap_ev": [9.313, 5.094], "e_tot_ha": -321.1503}

Record 2
{"formula": "C5H11NO2", "method": "the ωB97M-V functional and the def2-TZVPD basis", "species": ["O", "O", "N", "C", "C", "C", "C", "C", "H", "H", "H", "H", "H", "H", "H", "H", "H", "H", "H"], "xyz": [[2.008, -0.372, 1.526], [1.727, -0.974, -3.144], [-1.393, -1.092, 1.000], [1.418, 0.570, 2.004], [-2.139, -0.199, -0.997], [-1.148, -0.234, -0.091], [0.052, 0.595, -0.089], [0.638, 1.437, 1.031], [2.032, -1.869, -3.023], [1.286, 0.571, 3.086], [-2.975, -0.648, -1.096], [1.160, 2.202, 0.647], [-2.274, -1.540, 1.182], [-1.984, 0.559, -1.774], [-0.128, 1.989, 1.636], [0.088, 1.370, -0.937], [1.459, -0.788, -2.194], [-0.603, -1.293, 1.762], [0.778, -0.284, -0.529]], "atomic_forces_ev_per_a": [[0.654, -0.041, 0.650], [-0.595, 0.474, 2.082], [3.994, -0.255, 2.914], [-0.291, -1.361, -1.443], [6.703, 5.146, -0.981], [-4.183, -1.112, 1.725], [2.879, -0.371, -4.040], [-2.958, -2.368, 3.495], [0.306, -0.604, -0.404], [0.067, 0.791, 0.408], [-5.364, -3.730, 0.055], [2.490, 2.479, -1.518], [0.083, 0.194, -0.363], [-0.107, -0.227, 0.119], [0.059, -0.662, -0.572], [-0.854, -1.603, 0.700], [0.323, 0.127, -1.763], [-2.592, 0.627, -2.634], [-0.613, 2.495, 1.572]], "homo_ev": -7.98, "de_lowest_kcal_mol": 87.4, "charge": 0, "orbital_gap_ev": 8.684, "e_tot_ha": -402.2389, "smiles": "C=C(N)CCC=O.O"}

Record 3
{"formula": "C42H38B3FO27", "method": "the ωB97M-V functional and the def2-TZVPD basis", "species": ["F", "O", "O", "O", "O", "O", "O", "O", "O", "O", "O", "O", "O", "O", "O", "O", "O", "O", "O", "O", "O", "O", "O", "O", "O", "O", "O", "O", "C", "C", "C", "C", "C", "C", "C", "C", "C", "C", "C", "C", "C", "C", "C", "C", "C", "C", "C", "C", "C", "C", "C", "C", "C", "C", "C", "C", "C", "C", "C", "C", "C", "C", "C", "C", "C", "C", "C", "C", "C", "C", "B", "B", "B", "H", "H", "H", "H", "H", "H", "H", "H", "H", "H", "H", "H", "H", "H", "H", "H", "H", "H", "H", "H", "H", "H", "H", "H", "H", "H", "H", "H", "H", "H", "H", "H", "H", "H", "H", "H", "H", "H"], "xyz": [[-4.049, -4.172, -0.110], [-2.365, 0.541, 6.106], [-8.478, 6.602, 0.440], [-2.668, -5.531, -3.034], [-0.717, 1.972, 0.243], [10.719, -4.042, -3.676], [-4.434, 8.484, -1.035], [0.496, -0.490, 4.841], [6.206, 1.685, -3.256], [10.293, -1.838, -4.952], [1.514, 1.882, -3.258], [-9.126, 8.932, 1.324], [1.534, -0.146, -1.648], [-1.881, -1.205, 0.194], [-1.450, -5.897, -1.037], [-1.493, 1.833, -2.200], [1.919, -0.080, 2.716], [-0.229, 0.081, 7.574], [-3.291, -1.675, 2.336], [-5.059, 10.808, -0.109], [-3.035, 6.270, -2.172], [6.057, -4.599, -3.446], [5.632, -2.400, -4.784], [-2.904, 0.895, 11.342], [-5.019, 1.234, 9.920], [-2.192, 6.438, 0.277], [6.236, -0.380, -1.741], [-0.549, -6.613, -3.096], [-7.138, 10.036, 0.677], [-5.957, 9.855, 0.067], [-3.911, 0.974, 9.248], [-1.254, 3.076, -0.250], [-1.706, 2.924, -1.693], [-8.026, 8.905, 0.803], [-3.023, -3.877, -1.040], [-1.265, -1.057, 1.237], [-5.527, 8.510, -0.493], [-0.106, -0.705, 3.796], [5.037, 0.091, -2.032], [6.895, -2.720, -4.543], [-3.838, 0.893, 7.912], [-2.558, 0.609, 7.307], [-1.395, 4.220, 0.434], [-2.700, 0.778, 10.145], [-6.404, 7.376, -0.358], [-2.480, 5.188, -1.671], [8.412, -4.470, -3.479], [7.933, -1.980, -4.958], [9.452, -3.728, -3.886], [2.700, 1.404, -2.927], [3.881, -0.427, -1.589], [3.857, 1.922, -3.367], [3.556, -5.717, -0.939], [-1.349, 0.377, 8.205], [-2.333, 4.037, -2.352], [0.670, -0.474, 2.517], [-3.495, -2.798, -2.006], [7.073, -4.010, -3.769], [2.592, -6.489, -3.153], [1.073, -5.638, -1.283], [-2.009, 5.348, -0.230], [-1.470, -1.146, 3.724], [-2.038, -1.304, 2.519], [-1.428, 0.469, 9.544], [-7.585, 7.556, 0.254], [0.122, -0.659, 1.308], [2.364, -6.396, -1.631], [2.649, 0.208, -1.994], [9.271, -2.426, -4.646], [5.090, 1.310, -2.941], [-1.760, -6.342, -3.692], [-0.314, -6.123, -1.815], [-2.424, -5.186, -1.717], [6.866, 0.220, -2.194], [3.646, -6.337, -3.402], [7.810, -1.063, -5.518], [-1.075, 4.334, 1.460], [3.263, -5.263, 0.013], [2.034, -0.034, 3.686], [2.008, -5.729, -3.682], [0.661, -0.525, 0.382], [1.183, -4.600, -1.647], [-2.016, -6.782, -4.763], [-3.056, 6.962, -1.477], [-4.694, 1.039, 7.268], [-9.230, 7.027, 0.902], [-4.758, 1.235, 10.865], [-3.179, -1.823, -1.631], [-4.308, 10.390, -0.576], [2.269, -7.411, -1.227], [-3.437, -1.745, 1.373], [-2.194, -3.480, -0.441], [-3.078, -2.938, -3.006], [8.531, -5.398, -2.938], [5.080, -3.090, -4.368], [11.242, -3.319, -4.080], [-7.450, 10.990, 1.077], [-0.576, 0.312, 10.190], [3.899, 2.777, -4.028], [0.973, -5.554, -0.193], [-2.660, 3.919, -3.375], [3.971, -4.925, -1.572], [-6.087, 6.422, -0.755], [0.835, 1.336, -2.814], [-0.390, 0.028, 6.607], [2.279, -7.453, -3.562], [-4.586, -2.810, -2.064], [-0.770, 1.312, -0.483], [-2.008, -1.299, 4.646], [3.832, -1.290, -0.939], [4.367, -6.422, -0.739]], "atomic_forces_ev_per_a": [[0.052, -0.015, -0.057], [-0.013, -0.011, 0.051], [0.047, -0.033, -0.037], [0.175, 0.120, -0.023], [-0.025, 0.072, -0.027], [-0.037, -0.044, 0.029], [0.104, 0.078, 0.036], [0.031, 0.063, -0.010], [0.007, -0.012, -0.005], [-0.003, -0.009, 0.000], [0.057, 0.085, -0.032], [0.008, -0.006, 0.004], [-0.060, -0.062, 0.068], [0.048, 0.080, 0.110], [0.245, 0.698, -0.133], [0.092, -0.024, -0.057], [0.000, -0.022, -0.059], [-0.096, 0.024, 0.052], [0.005, -0.038, 0.079], [-0.047, 0.036, 0.024], [0.030, -0.134, -0.122], [-0.113, 0.088, -0.018], [-0.053, 0.090, 0.048], [0.001, -0.007, 0.006], [-0.043, 0.009, -0.049], [-0.009, -0.027, 0.003], [-0.089, -0.075, 0.053], [0.025, 0.302, -0.056], [-0.034, 0.031, 0.024], [0.034, -0.042, -0.033], [0.032, 0.003, 0.033], [-0.044, -0.009, -0.029], [0.009, 0.064, -0.002], [-0.003, -0.008, 0.000], [0.098, 0.049, -0.125], [-0.003, 0.043, -0.011], [-0.019, -0.049, 0.005], [-0.062, 0.068, 0.034], [0.079, 0.088, -0.094], [0.008, 0.051, -0.049], [-0.024, 0.020, 0.010], [0.170, -0.014, -0.032], [0.012, 0.020, 0.025], [-0.016, 0.002, -0.007], [0.047, -0.033, -0.016], [0.036, 0.094, 0.121], [-0.018, -0.029, 0.059], [0.014, 0.078, -0.014], [0.002, 0.054, -0.030], [-0.046, 0.010, -0.018], [-0.064, -0.047, 0.043], [0.054, 0.038, -0.015], [0.068, 0.067, -0.008], [-0.024, -0.035, -0.085], [0.002, -0.063, -0.048], [0.000, -0.047, 0.037], [-0.002, 0.151, 0.311], [0.072, -0.128, 0.007], [-0.073, -0.058, -0.037], [0.052, -0.287, 0.191], [-0.026, 0.025, -0.002], [-0.142, -0.073, 0.079], [0.111, 0.008, -0.118], [0.000, 0.013, 0.056], [-0.039, 0.036, 0.026], [0.013, -0.168, 0.075], [-0.011, 0.065, 0.014], [0.017, 0.009, -0.046], [0.002, -0.023, 0.002], [-0.011, -0.015, -0.032], [-0.030, -0.161, 0.183], [-0.220, -0.283, -0.114], [-0.136, -0.436, 0.022], [0.015, 0.000, -0.029], [-0.069, -0.083, 0.017], [-0.013, 0.003, 0.015], [0.005, -0.011, -0.005], [0.036, -0.127, -0.042], [-0.009, 0.005, 0.030], [0.142, -0.002, 0.059], [0.070, 0.038, -0.010], [-0.089, -0.061, 0.025], [-0.006, 0.016, 0.023], [-0.127, 0.033, 0.015], [0.001, 0.002, 0.007], [-0.018, 0.032, 0.018], [0.030, -0.004, 0.025], [-0.150, -0.034, -0.173], [0.019, -0.029, -0.012], [0.038, 0.085, -0.028], [0.025, 0.004, -0.041], [-0.117, -0.010, -0.008], [-0.090, -0.026, 0.053], [0.012, 0.008, 0.002], [0.068, -0.107, 0.032], [0.005, 0.034, -0.020], [0.014, 0.003, -0.009], [0.013, -0.001, -0.023], [-0.010, -0.005, 0.008], [0.071, 0.046, -0.104], [-0.002, 0.019, 0.003], [-0.089, -0.030, 0.073], [-0.019, -0.001, 0.000], [-0.068, -0.055, 0.040], [0.047, -0.008, -0.024], [0.006, 0.090, 0.056], [0.097, -0.117, -0.141], [0.021, -0.063, 0.008], [-0.050, -0.002, -0.022], [0.016, 0.008, 0.009], [-0.049, 0.047, -0.093]], "homo_ev": -9.58, "charge": 0, "orbital_gap_ev": 7.899, "e_tot_ha": -3829.4464, "smiles": "CC(C)CB1OBOB([C@@H](C)F)O1.O=C1C=C(O)C(=O)C=C1O.O=C1C=C(O)C(=O)C=C1O.O=C1C=C(O)C(=O)C=C1O.O=C1C=C(O)C(=O)C=C1O.O=C1C=C(O)C(=O)C=C1O.O=C1C=C(O)C(=O)C=C1O"}

Record 4
{"formula": "C4H13NO", "method": "the ωB97M-V functional and the def2-TZVPD basis", "species": ["O", "N", "C", "C", "C", "C", "H", "H", "H", "H", "H", "H", "H", "H", "H", "H", "H", "H", "H"], "xyz": [[0.927, 1.482, 2.534], [-0.587, -0.294, 0.941], [1.799, 0.048, -1.137], [0.263, 0.276, -1.329], [-0.484, -0.778, -0.477], [-1.989, -0.923, -0.955], [0.072, -1.776, -0.512], [0.600, 0.552, 2.351], [1.932, -0.540, -0.143], [-1.879, -1.145, -2.068], [-2.473, -0.028, -0.791], [-1.575, 0.234, 1.242], [2.274, -0.405, -1.946], [0.579, 2.079, 1.854], [0.297, 1.295, -1.077], [-2.445, -1.845, -0.506], [-0.562, -1.125, 1.565], [0.077, 0.172, -2.405], [2.255, 0.989, -1.033]], "atomic_forces_ev_per_a": [[-0.058, -0.838, 0.384], [-1.960, -0.010, 1.747], [-1.331, -1.167, 2.650], [2.242, -2.307, -0.599], [-2.375, 1.011, 0.369], [3.177, -3.745, -2.057], [-0.784, 1.432, 0.095], [0.336, 2.033, -0.472], [0.211, 0.985, -1.759], [-0.725, 0.405, 1.160], [-1.308, 1.709, 0.354], [3.318, -1.935, -1.582], [0.697, -1.269, -1.216], [-0.016, -0.789, 0.157], [-1.773, 1.346, 0.736], [0.126, 1.168, -0.145], [-0.207, 0.754, -0.526], [-0.431, 0.025, 0.303], [0.862, 1.191, 0.401]], "homo_ev": -9.43, "de_lowest_kcal_mol": 38.4, "charge": 0, "orbital_gap_ev": 10.323, "e_tot_ha": -290.1358, "smiles": "CC[C@H](C)N.O"}